{"formula": "C4H5N3", "method": "ωB97M-V/def2-TZVPD", "species": ["H", "N", "C", "C", "N", "C", "C", "N", "H", "H", "H", "H"], "xyz": [[-2.5106, 0.5206, 0.2860], [-1.6072, 0.0645, 0.1807], [-0.9475, 0.5329, -0.7912], [0.4610, 0.0376, -1.0850], [0.7034, -1.2019, -0.3805], [0.7920, -1.1398, 0.8821], [0.8641, 0.1013, 1.6466], [0.9807, 1.1040, 2.2134], [-1.3064, 1.3282, -1.4552], [0.5817, -0.1261, -2.1612], [1.1605, 0.8392, -0.7959], [0.8284, -2.0607, 1.4603]], "forces_ev_per_angstrom": [[-0.0034, 0.0162, -0.0956], [0.0262, 0.2745, -0.3585], [-0.0874, -0.0853, 0.1935], [-0.0127, 0.0342, -0.0628], [0.0003, 0.1124, 0.4390], [0.0311, -0.1789, -0.2443], [0.1429, 0.8949, 0.4332], [-0.0977, -1.0076, -0.5001], [0.0195, -0.0897, 0.0727], [-0.0654, 0.0253, 0.1760], [-0.1110, -0.0985, -0.0078], [0.1576, 0.1026, -0.0452]], "nbo_charge": [0.35, -0.62, 0.14, -0.34, -0.32, 0.03, 0.21, -0.29, 0.17, 0.22, 0.22, 0.22], "homo_energy_ev": -10.36, "de_lowest_kcal_mol": 52.8}